Version A
12
Properties=species:S:1:pos:R:3 method="wB97M-V/def2-TZVPD" molar_mass_g_mol=84.102 total_charge=+1 e_lumo_ev=-5.11
C -3.007 1.166 -0.282
C 0.966 0.387 -1.139
C 0.333 -1.610 1.727
N 0.381 -0.684 -0.469
N 0.434 -1.053 0.632
N -1.943 0.769 -0.189
H -3.995 1.530 -0.377
H 0.153 0.946 -1.617
H 1.557 -0.029 -1.961
H 1.570 1.044 -0.514
H -0.454 -1.316 2.410
H 1.031 -2.372 2.044



Version B
12
Properties=species:S:1:pos:R:3 method="wB97M-V/def2-TZVPD" smiles=CN1[N+]#CCN1 molar_mass_g_mol=84.102 total_charge=+1 e_lumo_ev="-6.83 / -7.16"
C -1.114 0.292 -1.459
N -0.565 -0.010 -0.193
N -1.011 0.354 0.936
C -0.076 0.581 1.891
C 1.131 -0.123 1.374
N 0.724 -0.474 -0.020
H -0.469 -0.166 -2.216
H -2.073 -0.171 -1.548
H -1.160 1.393 -1.592
H 2.033 0.449 1.279
H 1.187 -0.965 2.046
H 1.392 -1.160 -0.497



Which of them is the most stable, and which is the least stable? version A and version B, in that order.



Version A
47
Properties=species:S:1:pos:R:3 method="wB97M-V/def2-TZVPD" molar_mass_g_mol=287.232 total_charge=-1 e_lumo_ev=1.99
O 4.052 1.806 0.378
H -0.189 -1.998 0.088
H -1.839 1.978 2.733
O 0.818 -2.227 -3.553
H 3.304 1.638 0.840
H 4.264 1.491 -0.363
O 2.562 -1.408 -1.796
H 1.042 -3.172 -3.666
H -2.830 1.128 1.970
O -1.980 1.485 1.855
H -4.369 1.648 -3.045
H 1.280 -2.028 -2.718
O -4.036 2.310 -3.642
H -1.276 0.978 -0.236
H -3.388 -0.497 4.690
O 5.038 -0.053 -1.922
H 3.905 0.141 -1.797
H 5.118 -1.009 -2.205
O -4.475 2.117 2.492
H -4.415 1.895 3.526
H -5.015 1.551 1.947
O 0.340 3.112 -3.254
H 0.433 2.170 -3.002
H 1.557 -1.173 -1.163
O -1.861 -1.413 -2.340
H -1.920 -0.789 -1.608
O -1.405 1.206 -1.100
H -3.547 2.799 -2.979
H -0.589 0.572 -1.268
O -1.021 -1.714 4.234
H 2.898 -2.012 -1.241
H -0.788 -1.432 3.351
O -3.189 -0.315 3.838
H 1.659 0.597 -0.826
H -3.054 -1.047 3.075
O 0.499 -1.040 -0.637
H 0.716 -0.590 0.232
H 2.400 -0.659 4.299
O -0.320 -2.781 0.853
H 3.491 -0.905 3.222
H 0.474 -3.260 0.940
O 2.779 -0.492 3.504
H -0.986 -1.722 -2.116
H 0.577 3.490 -2.486
O 1.684 1.054 -1.624
H -0.301 -1.885 4.861
H 1.900 0.455 -2.341



Version B
47
Properties=species:S:1:pos:R:3 method="wB97M-V/def2-TZVPD" molar_mass_g_mol=287.232 total_charge=-1 e_lumo_ev=2.13
O -3.050 -0.331 4.480
H 1.646 -0.586 1.258
H 0.644 -0.266 -1.545
O -5.005 -1.562 -0.207
H -3.682 0.177 4.982
H -2.686 -1.014 5.045
O -1.864 1.960 -1.948
H -5.139 -1.458 0.740
H 0.061 -0.656 -2.847
O -0.150 -0.104 -2.081
H -0.491 -2.206 -4.853
H -4.331 -2.249 -0.072
O -0.078 -1.359 -4.775
H -4.368 -1.924 -2.643
H 3.210 0.445 -1.452
O -0.529 2.797 1.569
H -0.921 1.996 1.968
H -0.383 2.202 0.803
O 3.005 -2.505 -0.628
H 3.791 -2.042 -0.318
H 2.366 -2.183 0.029
O -2.985 -3.430 1.046
H -3.143 -4.078 1.736
H -1.264 1.206 -2.160
O 2.859 3.037 -3.248
H 2.731 3.808 -2.693
O -4.650 -2.546 -3.312
H 0.740 -1.270 -5.266
H -4.449 -3.372 -2.953
O 2.225 4.851 2.803
H -2.113 1.670 -1.060
H 1.378 5.183 3.123
O 3.840 1.176 -1.370
H -1.354 -0.493 2.340
H 4.673 0.732 -1.186
O 1.398 -1.907 1.935
H 1.980 -2.350 2.555
H 4.078 0.345 1.881
O 1.813 0.051 0.466
H 2.728 0.120 2.466
H 1.970 0.957 0.655
O 3.574 0.528 2.669
H 3.288 2.376 -2.680
H -2.095 -3.087 1.172
O -0.545 -0.032 2.122
H 2.119 3.920 3.035
H 0.199 -0.675 2.133



Which of them is the most stable, and which is the least stable? version B and version A, in that order.



Version A
30
Properties=species:S:1:pos:R:3 method="wB97M-V/def2-TZVPD" smiles="N[C@@H](CCC(=O)O)C(=O)N[C@@H](CS)C(=O)O" molar_mass_g_mol=250.276 e_lumo_ev=0.39
N -0.283 1.691 1.247
C -0.928 0.579 0.469
C -2.091 1.104 -0.499
C -3.064 -0.009 -0.986
C -3.810 -0.621 0.260
O -3.574 -0.223 1.412
O -4.690 -1.521 -0.045
C 0.092 -0.251 -0.315
O -0.227 -0.812 -1.337
N 1.296 -0.241 0.242
C 2.412 -0.824 -0.493
C 3.391 0.317 -0.928
S 4.001 1.567 0.231
C 3.218 -1.868 0.317
O 4.289 -2.404 -0.106
O 2.737 -2.006 1.763
H -0.833 1.902 2.106
H -0.281 2.542 0.734
H -1.485 -0.027 1.177
H -2.633 1.845 -0.010
H -1.665 1.437 -1.471
H -2.398 -0.777 -1.449
H -3.746 0.391 -1.680
H -5.201 -1.762 0.821
H 1.469 0.574 0.902
H 2.092 -1.325 -1.410
H 4.315 -0.415 -1.062
H 3.056 0.783 -1.823
H 2.758 2.215 0.335
H 1.782 -1.860 1.597



Version B
30
Properties=species:S:1:pos:R:3 method="wB97M-V/def2-TZVPD" smiles="N[C@@H](CCC(=O)O)C(=O)N[C@@H](CS)C(=O)O" molar_mass_g_mol=250.276 e_lumo_ev=-0.16
N 2.005 -1.501 0.781
C 0.671 -0.972 1.324
C 0.780 0.113 2.499
C -0.530 0.565 3.050
C -0.950 2.014 3.220
O -1.820 2.427 4.191
O -0.795 2.492 1.929
C 0.081 -0.568 0.131
O -1.037 0.152 -0.051
N 0.643 -1.083 -1.068
C 0.310 -0.664 -2.404
C -1.213 -0.946 -2.704
S -2.311 0.524 -3.032
C 0.822 0.805 -2.791
O 2.052 0.866 -2.511
O 0.188 1.436 -3.938
H 2.488 -1.749 1.536
H 2.471 -0.824 0.086
H 0.164 -1.823 1.740
H 1.355 -0.424 3.401
H 1.646 1.074 2.249
H -0.946 0.107 3.977
H -1.511 0.313 2.457
H -0.521 1.835 1.321
H 1.523 -1.621 -0.786
H 0.829 -1.223 -3.313
H -1.246 -1.278 -3.836
H -1.563 -1.626 -1.894
H -2.803 0.496 -1.598
H -0.783 1.084 -3.968



Which of them is the most stable, and which is the least stable? version A and version B, in that order.



Version A
19
Properties=species:S:1:pos:R:3 method="wB97M-V/def2-TZVPD" smiles="C=CC=C=[S@@](C)(=O)NN=C=O" molar_mass_g_mol=172.209 e_lumo_ev=-0.15
C 2.798 0.749 -1.591
C 2.002 -0.283 -1.970
C 0.859 -0.728 -1.115
C 0.335 0.029 -0.155
S -0.980 -0.736 0.683
C -2.761 -0.500 0.142
O -0.940 -2.082 1.169
N -1.134 0.231 2.092
N -0.301 1.339 2.220
C 0.583 1.741 1.492
O 1.432 2.421 1.074
H 3.639 0.909 -2.231
H 2.769 1.165 -0.603
H 2.008 -0.911 -2.893
H 0.527 -1.789 -1.557
H -3.251 -1.545 0.007
H -2.846 0.258 -0.652
H -3.354 0.032 0.967
H -1.385 -0.300 2.919



Version B
19
Properties=species:S:1:pos:R:3 method="wB97M-V/def2-TZVPD" molar_mass_g_mol=172.209 e_lumo_ev=-0.56
C 1.196 1.434 2.483
C 1.047 0.105 2.214
C 0.409 2.411 1.838
C 0.288 -0.272 1.138
C -0.345 2.008 0.783
C -0.336 0.685 0.334
N -0.910 0.114 -0.835
N -1.137 0.906 -1.795
O 0.210 -2.222 -1.821
O -1.083 -2.599 -3.898
S -0.969 -3.045 -2.565
H 1.956 1.695 3.215
H 1.688 -0.565 2.891
H 0.391 3.468 1.910
H 0.419 -1.277 0.661
H -0.877 2.710 0.164
H -0.156 -1.396 -1.600
H -1.558 0.274 -2.615
H -0.235 -4.434 -2.501



Which of them is the most stable, and which is the least stable? version B and version A, in that order.



Version A
48
Properties=species:S:1:pos:R:3 method="wB97M-V/def2-TZVPD" smiles="C=CC/C(C)=C/N.O.O.O.O.O.O.O.O.O.O" molar_mass_g_mol=277.311 e_lumo_ev=-0.09
C 1.323 0.811 2.157
C 1.864 1.071 0.944
C 0.985 1.000 -0.198
C -0.417 1.600 -0.068
C -0.533 2.968 -0.610
C -1.387 0.864 0.549
N -2.718 1.339 0.791
H 2.026 0.703 3.079
H 0.294 0.717 2.375
H 2.993 0.948 0.722
H 1.498 1.455 -1.058
H 0.913 -0.055 -0.494
H 0.298 3.021 -1.330
H -1.569 3.266 -1.037
H -0.517 3.819 0.100
H -1.185 -0.105 1.004
H -3.066 2.012 0.132
H -3.421 0.631 0.660
O 0.373 -3.092 -1.728
H -0.487 -2.995 -1.197
H 0.574 -2.169 -1.744
O -0.538 -2.324 3.657
H 0.270 -1.995 4.245
H -1.246 -1.758 4.093
O 3.385 1.221 -2.271
H 4.017 1.531 -1.728
H 3.771 0.806 -2.937
O -0.024 1.829 -3.343
H -0.334 2.034 -4.272
H 0.665 2.441 -3.066
O -2.149 -2.144 1.110
H -1.552 -2.102 1.933
H -2.683 -2.801 1.445
O -0.082 3.131 3.436
H 0.709 3.121 2.961
H -0.846 2.569 3.131
O 1.672 -2.320 0.851
H 2.288 -1.935 0.177
H 2.173 -2.643 1.594
O 0.133 -4.553 1.005
H -0.647 -4.213 1.452
H 0.483 -3.885 0.401
O -2.410 0.822 -2.382
H -1.651 0.210 -2.136
H -1.968 1.395 -3.034
O 0.272 -0.441 -2.972
H 1.039 -0.090 -2.663
H 0.129 -0.222 -3.889



Version B
48
Properties=species:S:1:pos:R:3 method="wB97M-V/def2-TZVPD" smiles="CCCC(=O)NCC.O.O.O.O.O.O.O.O.O" molar_mass_g_mol=277.311 e_lumo_ev=0.39
C 0.209 3.399 1.181
C 0.065 2.739 -0.170
C 1.197 1.670 -0.446
C 0.864 0.481 0.280
O 1.125 0.403 1.507
N 0.017 -0.535 -0.217
C -0.454 -1.778 0.466
C -0.257 -2.912 -0.504
H 0.630 2.697 1.896
H -0.721 3.803 1.465
H 0.917 4.283 1.182
H 0.253 3.499 -0.972
H -0.874 2.283 -0.260
H 1.199 1.479 -1.551
H 2.092 2.103 -0.006
H -0.040 -0.459 -1.210
H -1.567 -1.570 0.709
H -0.072 -1.758 1.451
H -0.705 -2.749 -1.436
H -0.591 -3.975 -0.184
H 0.811 -3.145 -0.572
O -3.326 -0.193 2.038
H -3.705 0.313 2.765
H -2.862 -0.891 2.571
O -1.375 -0.923 3.652
H -0.704 -0.725 3.084
H -0.990 -1.434 4.404
O 4.236 1.195 -0.085
H 4.002 0.309 -0.408
H 3.587 1.382 0.560
O -2.615 1.281 -3.027
H -3.019 1.293 -2.114
H -2.677 2.223 -3.213
O -2.908 1.184 -0.301
H -1.984 0.879 0.017
H -3.276 0.561 0.408
O 1.076 -1.460 -2.920
H 0.376 -1.920 -3.437
H 1.210 -0.592 -3.328
O 1.266 -1.351 3.681
H 2.136 -1.790 3.690
H 1.287 -0.831 2.919
O -0.678 -0.151 -3.872
H -0.878 0.126 -4.726
H -1.296 0.236 -3.226
O 3.334 -2.909 -0.360
H 2.865 -2.163 -0.786
H 2.819 -3.606 -0.592



Which of them is the most stable, and which is the least stable? version B and version A, in that order.



Version A
21
Properties=species:S:1:pos:R:3 method="wB97M-V/def2-TZVPD" molar_mass_g_mol=136.147 e_lumo_ev=0.72
C 1.639 1.530 -0.344
C -0.182 0.503 -1.419
O 1.157 1.887 0.765
O 2.585 0.582 -0.421
H 2.518 0.018 0.372
H 0.712 0.817 1.253
H 1.648 2.194 -1.201
H -1.013 -0.157 -1.649
H 0.546 0.350 -2.216
H -0.610 1.505 -1.385
C -2.153 0.259 1.283
C 0.260 -2.049 -0.301
C -0.237 -0.791 0.356
O -1.581 -0.815 0.527
O 0.485 -0.314 1.329
H -3.224 0.076 1.289
H -1.939 1.216 0.801
H -1.767 0.268 2.303
H 1.260 -1.885 -0.697
H -0.407 -2.359 -1.100
H 0.301 -2.836 0.456



Version B
21
Properties=species:S:1:pos:R:3 method="wB97M-V/def2-TZVPD" smiles="O=CC[C@H](O)CCO.O" molar_mass_g_mol=136.147 e_lumo_ev=0.43
O -3.057 -1.511 -0.216
C -2.693 -0.329 -0.012
C -1.436 0.377 -0.359
C 0.013 0.161 -0.792
O 0.224 -1.177 -1.208
C 1.036 0.646 0.230
C 2.355 1.054 -0.402
O 3.227 1.488 0.625
H -3.052 0.100 0.949
H -1.469 1.343 0.174
H -2.013 0.324 -1.448
H 0.137 0.754 -1.711
H 0.389 -1.729 -0.436
H 1.224 -0.137 0.981
H 0.617 1.509 0.770
H 2.180 1.866 -1.130
H 2.791 0.200 -0.946
H 3.859 2.114 0.265
O -1.389 -1.987 1.861
H -0.772 -2.706 1.664
H -2.172 -2.362 1.141



Which of them is the most stable, and which is the least stable? version A and version B, in that order.



Version A
9
Properties=species:S:1:pos:R:3 method="wB97M-V/def2-TZVPD" smiles="O=CC(=O)CBr" molar_mass_g_mol=150.959 e_lumo_ev=-0.34
O -1.205 -0.698 1.973
C -1.513 -0.289 0.936
C -0.451 0.084 -0.402
O -0.980 0.372 -1.424
C 1.299 0.052 -0.586
Br 2.154 0.832 1.073
H -2.410 -0.133 0.469
H 1.332 0.754 -1.287
H 1.775 -0.974 -0.751



Version B
9
Properties=species:S:1:pos:R:3 method="wB97M-V/def2-TZVPD" molar_mass_g_mol=150.959 e_lumo_ev=0.41
C 0.220 -1.584 0.177
C -2.045 -2.299 -1.100
C 0.603 -0.650 -0.607
O -0.072 -2.430 0.899
O -2.565 -3.031 -0.412
Br -2.799 0.849 0.440
H -0.106 -0.215 -1.294
H 1.734 -0.366 -0.652
H -1.697 0.345 -0.240



Which of them is the most stable, and which is the least stable? version B and version A, in that order.